{"formula": "C25H46BrCl5IN2O4P", "method": "ωB97M-V/def2-TZVPD", "e_homo_ev": -7.16, "total_energy_ev": -187880.974, "smiles": "CCCOC[N@+]1(CCCCN)[C@H]([C@H](I)CC)[C@@](Br)(C[C@@H](C)Cl)[C@H](O)[C@@](CC)(P(C)C)[C@@H]1C(=O)[O-].ClC(Cl)(Cl)Cl", "gap_ev": 7.12, "symbols": ["C", "C", "C", "O", "C", "N", "C", "C", "C", "C", "N", "C", "C", "I", "C", "C", "C", "Br", "C", "C", "C", "Cl", "C", "O", "C", "C", "C", "P", "C", "C", "C", "C", "O", "O", "H", "H", "H", "H", "H", "H", "H", "H", "H", "H", "H", "H", "H", "H", "H", "H", "H", "H", "H", "H", "H", "H", "H", "H", "H", "H", "H", "H", "H", "H", "H", "H", "H", "H", "H", "H", "H", "H", "H", "H", "H", "H", "H", "H", "H", "H", "Cl", "C", "Cl", "Cl", "Cl"], "positions_angstrom": [[4.329730, -3.043019, -2.105178], [4.201906, -1.718227, -2.869425], [2.788399, -1.168461, -2.911491], [2.226235, -1.102130, -1.620362], [1.166599, -0.158954, -1.623328], [0.313255, -0.310855, -0.419367], [0.399227, -1.744651, 0.074382], [-0.095004, -2.942641, -0.742205], [0.237031, -3.222126, -2.205240], [-0.654933, -4.399441, -2.699687], [-2.011697, -4.017237, -3.074353], [-1.160744, 0.031468, -0.558739], [-1.695075, 0.070357, -2.024029], [-1.195466, 1.680170, -3.327792], [-3.180736, -0.326435, -2.152036], [-3.420429, -1.013089, -3.535503], [-1.805290, 1.009708, 0.510772], [-3.007492, 2.373506, -0.309736], [-2.543886, 0.272756, 1.655438], [-3.795868, -0.578165, 1.496175], [-5.042770, -0.011546, 0.807326], [-3.496334, -2.309695, 1.018213], [-0.789593, 1.964926, 1.360694], [-1.306281, 3.257801, 1.571286], [0.674169, 1.974436, 0.845614], [0.782441, 2.940822, -0.346221], [0.946993, 4.455897, -0.018059], [1.617742, 2.660611, 2.346184], [3.318177, 3.214598, 1.949047], [1.652689, 1.470161, 3.748015], [0.992179, 0.475278, 0.686586], [2.531818, 0.297093, 0.816948], [2.926987, -0.472193, 1.736789], [3.291050, 0.876892, 0.010012], [3.960012, -3.870999, -2.717420], [5.383957, -3.264014, -1.919328], [3.834573, -2.984574, -1.135167], [4.904154, -0.982830, -2.471996], [4.495357, -1.907158, -3.908754], [2.824604, -0.176806, -3.388124], [2.195773, -1.800139, -3.594683], [1.661799, 0.813424, -1.684657], [0.705981, -0.315486, -2.600617], [-0.194332, -1.789280, 0.993696], [1.399176, -1.967052, 0.447066], [-1.191529, -3.006055, -0.639745], [0.237895, -3.822625, -0.182147], [1.262332, -3.606761, -2.270130], [0.177359, -2.396680, -2.917300], [-0.758909, -5.052496, -1.822665], [-0.152803, -4.986543, -3.467499], [-1.995190, -3.494506, -3.940557], [-2.426096, -3.436848, -2.355723], [-1.683476, -0.878883, -0.253205], [-1.235404, -0.815655, -2.468761], [-3.465229, -1.057922, -1.394003], [-3.841625, 0.534771, -2.146616], [-3.941087, -0.299147, -4.180377], [-2.491965, -1.257100, -4.053010], [-4.092784, -1.867474, -3.450411], [-2.764348, 1.033126, 2.410349], [-1.769996, -0.348262, 2.129505], [-4.149168, -0.720965, 2.519331], [-5.153845, 1.054039, 0.996705], [-5.908364, -0.473720, 1.294033], [-5.128645, -0.270157, -0.244720], [-0.693386, 1.571960, 2.381838], [-1.570361, 3.354175, 2.487935], [-0.172675, 2.912942, -0.877132], [1.616003, 2.749845, -1.021767], [1.997401, 4.746765, 0.011620], [0.449394, 4.763264, 0.896794], [0.511620, 5.038099, -0.837449], [3.523137, 3.380758, 0.895981], [3.538701, 4.085495, 2.568891], [4.026172, 2.438696, 2.271065], [0.941767, 0.644777, 3.651860], [2.638206, 0.989634, 3.780625], [1.495679, 1.955145, 4.710699], [0.595897, 0.030535, 1.603916], [2.006055, 2.833914, 7.473353], [0.242427, 2.853273, 7.561413], [-0.336213, 1.289212, 8.148081], [-0.279812, 4.128649, 8.667124], [-0.423220, 3.160027, 5.951356]], "forces_ev_per_a": [[0.30, 0.21, -0.18], [0.22, -0.40, 0.08], [0.66, 0.11, -0.73], [-0.75, -0.12, 0.47], [1.85, -0.17, -2.22], [0.65, -0.44, 0.15], [0.21, -1.49, 0.85], [-1.07, 0.36, -0.42], [0.67, -1.21, -0.41], [-0.10, 0.55, 1.25], [0.27, -0.27, -0.44], [-2.10, 0.13, -0.19], [0.05, -1.03, 0.62], [-0.04, 0.00, -0.17], [-0.01, -0.20, -1.34], [-0.44, 0.92, 0.04], [0.95, 1.76, 0.83], [-0.10, -0.69, -0.24], [0.46, -0.19, -0.56], [-0.90, 0.17, 0.82], [-0.40, -0.64, 0.28], [0.15, 0.33, -0.27], [0.57, -0.04, 0.63], [-0.10, 0.03, -0.45], [-0.49, -0.32, 0.02], [0.05, 1.11, 0.05], [-0.03, 0.02, -0.21], [-1.29, 1.94, 0.50], [0.74, -1.29, 0.61], [1.15, -0.88, -0.31], [0.32, 1.12, 1.38], [2.57, -1.61, -0.23], [-1.27, 0.52, -0.36], [-1.17, 0.59, -0.07], [-0.27, 0.02, 0.26], [-0.07, 0.06, 0.02], [-0.07, -0.14, -0.10], [-0.23, 0.05, 0.13], [0.01, 0.19, 0.04], [-0.04, 0.02, 0.25], [-0.23, 0.01, 0.32], [-0.54, 0.20, 0.65], [-1.00, 0.06, 0.57], [-0.12, 0.41, -0.15], [0.22, 0.66, -0.44], [0.09, 0.23, -0.05], [0.14, 0.20, 0.09], [0.05, 0.38, 0.06], [-0.18, 0.14, 0.24], [0.10, -0.23, -0.26], [-0.23, 0.19, -0.22], [-0.14, 0.09, 0.06], [-0.06, 0.03, -0.06], [0.50, -0.21, -0.09], [0.41, 0.36, -0.09], [0.20, 0.30, 0.27], [0.04, -0.06, 0.57], [0.12, -0.11, -0.08], [-0.07, -0.28, 0.10], [0.28, -0.15, 0.01], [-0.28, 0.01, -0.18], [-0.14, -0.06, -0.05], [0.38, -0.03, 0.06], [0.26, 0.02, -0.26], [0.09, -0.10, -0.13], [0.21, 0.41, -0.06], [-0.23, -0.71, -0.34], [0.14, 0.02, 0.04], [0.22, -0.42, -0.22], [-0.19, -0.62, 0.06], [-0.05, -0.06, 0.23], [0.08, -0.07, -0.01], [-0.02, -0.14, 0.02], [-0.25, 0.07, 0.01], [-0.24, 0.16, -0.27], [-0.05, 0.01, -0.23], [-0.05, 0.15, -0.04], [-0.16, -0.11, -0.04], [-0.12, 0.21, -0.37], [0.02, -0.15, -0.18], [-0.04, 0.00, 0.00], [-0.01, -0.01, 0.03], [0.01, 0.02, -0.02], [0.01, -0.03, -0.03], [-0.10, 0.13, 0.09]]}